1.
C29H54N3O9P2V | ωB97M-V with the def2-TZVPD basis set

Geometry as ORCA input:
```
! RIJCOSX wB97M-V def2-TZVPD def2/J DEFGRID3
* xyz 2 3
V -0.524 0.151 0.086
C -2.350 -2.869 -1.788
O -1.121 -2.399 -1.249
C -0.086 -2.408 -2.199
C 1.212 -2.237 -1.454
O 1.147 -1.103 -0.565
C 2.278 -1.125 0.327
C 2.130 0.018 1.299
O 0.813 -0.005 1.850
C 0.719 -0.748 3.075
H -2.242 -3.901 -2.130
H -3.095 -2.818 -1.001
H -2.668 -2.249 -2.632
H -0.058 -3.359 -2.743
H -0.232 -1.605 -2.936
H 1.420 -3.124 -0.847
H 2.041 -2.079 -2.150
H 2.285 -2.099 0.829
H 3.199 -1.016 -0.252
H 2.879 -0.041 2.092
H 2.231 0.971 0.782
H 1.424 -0.328 3.794
H -0.298 -0.636 3.439
H 0.939 -1.805 2.912
C 2.703 1.715 -4.026
C 1.296 2.260 -3.924
C 0.779 2.864 -5.210
O 1.279 3.330 -2.924
P 1.034 3.082 -1.395
O 1.098 1.668 -0.960
C -0.620 3.771 -1.086
P -1.259 3.316 0.526
O -0.961 1.878 0.853
O -2.804 3.479 0.564
C -3.686 4.626 0.252
C -3.033 5.962 0.516
C -4.172 4.464 -1.170
O -0.532 4.284 1.500
C -0.313 3.958 2.937
C 1.067 3.357 3.041
C -0.485 5.239 3.717
O 2.061 3.973 -0.640
C 2.398 5.358 -1.031
C 3.801 5.340 -1.586
C 2.232 6.220 0.199
H 2.735 0.909 -4.760
H 3.039 1.326 -3.066
H 3.388 2.496 -4.353
H 0.619 1.479 -3.557
H 1.433 3.670 -5.538
H -0.225 3.266 -5.082
H 0.759 2.109 -5.996
H -1.291 3.371 -1.847
H -0.599 4.859 -1.180
H -4.511 4.474 0.949
H -2.218 6.166 -0.180
H -2.657 6.035 1.530
H -3.784 6.739 0.378
H -3.368 4.631 -1.886
H -4.952 5.197 -1.372
H -4.594 3.472 -1.320
H -1.076 3.225 3.213
H 1.820 4.078 2.723
H 1.145 2.462 2.426
H 1.266 3.086 4.078
H 0.202 6.002 3.354
H -0.260 5.052 4.766
H -1.502 5.616 3.658
H 1.692 5.657 -1.812
H 4.500 4.980 -0.833
H 4.094 6.350 -1.873
H 3.866 4.702 -2.465
H 2.968 5.949 0.955
H 1.236 6.110 0.626
H 2.384 7.266 -0.066
C -2.288 0.543 -4.936
N -2.835 0.865 -3.617
C -4.250 1.239 -3.522
C -2.150 0.646 -2.539
N -1.551 0.476 -1.559
H -2.765 -0.356 -5.327
H -1.216 0.383 -4.858
H -2.475 1.378 -5.610
H -4.837 0.552 -4.130
H -4.388 2.258 -3.885
H -4.575 1.163 -2.488
N -6.267 -2.972 3.580
C -5.374 -2.488 3.049
C -4.256 -1.881 2.384
C -4.398 -0.628 1.795
C -3.316 -0.048 1.153
C -2.081 -0.692 1.080
C -1.966 -1.950 1.673
C -3.035 -2.547 2.324
H -5.351 -0.120 1.848
H -3.447 0.937 0.717
H -1.040 -2.508 1.599
H -2.934 -3.524 2.775
*
```

LUMO (alpha / beta) (eV): -5.4 / -5.0
⟨S²⟩: 2.02
Energy relative to the best compared isomer or geometry (same formula, charge and spin) (kJ/mol): 35.38
Kohn-Sham gap (alpha / beta) (eV): 8.0 / 8.7

=====

2.
C29H54N5O4SiSr | ωB97M-V with the def2-TZVPD basis set

Geometry as ORCA input:
```
! RIJCOSX wB97M-V def2-TZVPD def2/J DEFGRID3
* xyz -1 1
Sr 0.985 0.375 0.226
C 0.347 4.745 0.548
C -0.771 4.074 -0.263
N -1.378 2.932 0.409
C -2.331 3.302 1.444
C -3.202 2.109 1.819
N -2.470 0.972 2.354
C -2.658 0.667 3.762
C -1.813 1.489 4.744
C -0.349 1.037 4.747
N 0.385 1.443 3.557
C 0.956 2.775 3.637
C 2.109 2.953 2.650
N 1.731 2.789 1.254
C 1.680 4.005 0.452
H 0.044 4.844 1.594
H 0.491 5.754 0.154
H -0.347 3.724 -1.207
H -1.531 4.837 -0.502
H -1.842 2.342 -0.273
H -2.983 4.128 1.111
H -1.788 3.651 2.329
H -3.736 1.795 0.910
H -3.960 2.429 2.540
H -1.480 1.082 2.167
H -2.411 -0.390 3.906
H -3.721 0.776 3.994
H -2.215 1.375 5.755
H -1.870 2.552 4.484
H -0.327 -0.055 4.788
H 0.141 1.407 5.663
H 1.118 0.759 3.379
H 1.353 2.977 4.647
H 0.179 3.525 3.449
H 2.871 2.212 2.914
H 2.552 3.943 2.820
H 2.370 2.149 0.799
H 1.827 3.713 -0.587
H 2.496 4.694 0.722
O 3.633 1.795 -2.858
C 3.052 1.327 -1.883
O 1.876 1.583 -1.463
C 3.789 0.283 -1.042
C 4.836 -0.479 -1.536
C 5.347 -1.492 -0.734
C 4.799 -1.719 0.522
C 3.756 -0.906 0.937
N 3.291 0.080 0.175
C 2.967 -1.153 2.225
O 3.518 -1.774 3.129
O 1.783 -0.681 2.191
H 5.205 -0.279 -2.532
H 6.147 -2.122 -1.103
H 5.132 -2.514 1.173
C -1.496 -1.899 -4.411
C -1.178 -0.895 -3.293
C -0.083 0.051 -3.805
C -2.421 -0.022 -3.082
Si -0.616 -1.685 -1.551
C -2.245 -2.521 -0.762
C -3.156 -3.298 -1.722
C -1.840 -3.469 0.374
C -3.085 -1.411 -0.114
C 0.651 -3.163 -1.978
C 1.739 -2.668 -2.938
C 0.028 -4.433 -2.575
C 1.382 -3.558 -0.686
H -1.935 -1.377 -5.274
H -2.204 -2.664 -4.089
H -0.589 -2.395 -4.762
H -0.407 0.526 -4.741
H 0.855 -0.465 -4.008
H 0.129 0.841 -3.084
H -2.631 0.553 -3.994
H -2.260 0.688 -2.264
H -3.308 -0.616 -2.859
H -2.636 -4.133 -2.196
H -3.554 -2.653 -2.507
H -4.015 -3.710 -1.171
H -1.359 -4.375 -0.001
H -2.730 -3.780 0.937
H -1.158 -2.973 1.071
H -3.472 -0.709 -0.854
H -2.505 -0.848 0.618
H -3.948 -1.851 0.407
H 1.361 -2.532 -3.952
H 2.558 -3.399 -2.985
H 2.164 -1.718 -2.599
H -0.526 -4.221 -3.490
H -0.652 -4.908 -1.865
H 0.813 -5.164 -2.818
H 1.971 -2.722 -0.296
H 2.074 -4.389 -0.881
H 0.700 -3.873 0.103
*
```

LUMO (eV): 2.5
Energy relative to the best compared isomer or geometry (same formula, charge and spin) (kJ/mol): 148.72
Kohn-Sham gap (eV): 6.1

=====

3.
C29H54NO22S3 | ωB97M-V with the def2-TZVPD basis set

Geometry as ORCA input:
```
! RIJCOSX wB97M-V def2-TZVPD def2/J DEFGRID3
* xyz -1 1
N -0.029 0.427 -0.828
O 0.320 -0.195 0.187
O -0.902 0.026 -1.602
O 0.579 1.487 -1.136
O -0.317 -1.608 5.737
C 0.261 -2.489 5.049
O -0.314 -3.570 4.584
C 0.668 -4.329 3.855
C 2.028 -3.826 4.304
C 1.704 -2.473 4.706
H 0.594 -4.182 2.777
H 0.564 -5.385 4.103
H 2.735 -3.920 3.480
H 2.471 -4.404 5.114
H 1.901 -1.979 3.754
H 2.288 -2.108 5.550
O -1.995 3.874 -5.096
C -1.009 4.536 -4.816
O 0.187 4.168 -5.340
C 1.329 5.027 -5.059
C 0.546 6.162 -4.423
C -0.746 5.621 -3.792
H 1.813 5.400 -5.962
H 2.026 4.584 -4.348
H 0.266 6.816 -5.248
H 1.170 6.736 -3.738
H -1.505 6.399 -3.716
H -0.569 5.207 -2.800
O 4.907 -3.917 -0.373
C 5.176 -2.701 -0.208
O 5.865 -2.319 0.839
C 6.489 -1.085 0.507
C 5.329 -0.367 -0.180
C 4.925 -1.499 -1.041
H 7.412 -1.305 -0.031
H 6.756 -0.513 1.396
H 5.583 0.491 -0.801
H 4.526 -0.102 0.509
H 5.506 -1.574 -1.960
H 3.865 -1.415 -1.284
O 6.691 2.573 6.017
C 5.745 3.022 5.429
O 4.907 2.137 4.907
C 3.615 2.759 4.524
C 4.037 4.180 4.286
C 5.350 4.476 5.108
H 2.918 2.738 5.362
H 3.121 2.269 3.685
H 3.168 4.807 4.485
H 4.291 4.337 3.238
H 5.132 5.008 6.033
H 6.105 5.016 4.537
O -0.116 -0.513 -6.457
C 1.097 -0.309 -6.805
O 1.389 -0.145 -8.080
C 2.753 -0.020 -8.414
C 3.278 0.479 -7.092
C 2.380 -0.235 -6.051
H 2.820 0.738 -9.194
H 3.271 -0.929 -8.721
H 3.281 1.568 -7.074
H 4.303 0.106 -7.090
H 2.140 0.378 -5.183
H 2.787 -1.202 -5.755
O -3.040 6.805 1.932
S -2.314 6.208 3.057
O -0.885 6.580 3.315
O -3.154 6.393 4.427
C -2.460 6.414 5.697
C -3.392 6.954 6.702
C -2.474 4.409 2.826
H -1.623 7.107 5.613
H -2.041 5.438 5.939
H -2.836 7.239 7.595
H -4.132 6.230 7.040
H -3.881 7.862 6.348
H -2.102 4.203 1.823
H -3.545 4.223 2.741
H -2.116 3.893 3.717
O -4.078 -3.983 1.441
S -5.057 -2.985 1.118
O -5.247 -2.541 -0.252
O -6.507 -3.525 1.623
C -7.661 -3.044 1.039
C -8.888 -3.394 1.780
C -4.806 -1.481 2.248
H -7.852 -3.458 0.049
H -7.551 -1.968 0.905
H -8.978 -2.928 2.761
H -8.957 -4.479 1.705
H -9.730 -3.056 1.177
H -5.140 -1.719 3.258
H -5.413 -0.742 1.725
H -3.759 -1.182 2.204
O 0.319 -5.024 -4.511
S -0.931 -5.418 -3.830
O -2.050 -4.431 -3.790
O -1.329 -6.856 -4.519
C -2.713 -7.208 -4.428
C -3.024 -8.680 -4.695
C -0.541 -5.986 -2.160
H -3.274 -6.514 -5.054
H -3.143 -6.868 -3.485
H -2.600 -9.035 -5.634
H -4.059 -8.970 -4.512
H -2.531 -9.199 -3.873
H 0.471 -6.382 -2.083
H -1.245 -6.741 -1.812
H -0.596 -5.094 -1.536
*
```

LUMO (eV): 1.9
Kohn-Sham gap (eV): 6.3

=====

4.
C29H55N2O13S | ωB97M-V with the def2-TZVPD basis set

Geometry as ORCA input:
```
! RIJCOSX wB97M-V def2-TZVPD def2/J DEFGRID3
* xyz -1 1
C 7.346 -0.437 -2.420
C 6.675 0.424 -3.546
C 6.665 1.962 -3.111
S 5.662 2.264 -1.567
C 4.148 1.339 -1.963
N 3.664 0.257 -1.342
N 2.533 -0.041 -2.064
C 2.385 0.829 -3.052
O 3.394 1.768 -3.035
H 8.283 0.060 -2.047
H 6.622 -0.668 -1.598
H 7.263 0.292 -4.499
H 5.651 0.016 -3.747
H 6.128 2.562 -3.914
H 7.717 2.307 -3.001
H 1.531 0.711 -3.741
O 6.671 -2.558 -5.852
C 5.928 -2.146 -6.697
O 6.035 -0.871 -7.118
C 5.326 -0.326 -8.234
C 3.944 0.140 -7.832
C 4.810 -3.007 -7.232
H 5.305 -1.033 -9.069
H 5.910 0.532 -8.572
H 3.328 -0.688 -7.472
H 3.437 0.607 -8.675
H 4.010 0.862 -7.019
H 3.962 -2.954 -6.549
H 5.164 -4.035 -7.286
H 4.488 -2.738 -8.237
O -2.702 -1.132 1.381
C -1.869 -0.277 1.192
O -0.589 -0.625 1.006
C 0.443 0.291 0.600
C 1.023 1.020 1.793
C -2.235 1.183 1.252
H 0.081 0.970 -0.174
H 1.222 -0.315 0.138
H 0.271 1.630 2.298
H 1.844 1.669 1.484
H 1.397 0.306 2.529
H -2.240 1.506 2.291
H -3.234 1.304 0.834
H -1.579 1.828 0.672
O -3.842 3.073 2.966
C -4.807 2.600 3.507
O -4.718 2.184 4.782
C -5.838 1.768 5.572
C -6.161 0.310 5.326
C -6.089 2.379 2.749
H -6.697 2.422 5.412
H -5.539 1.903 6.613
H -6.449 0.131 4.290
H -6.976 -0.021 5.972
H -5.284 -0.311 5.522
H -6.018 1.442 2.194
H -6.219 3.202 2.047
H -6.978 2.365 3.377
O 4.202 2.856 -8.390
C 5.048 3.692 -8.573
O 6.319 3.315 -8.793
C 7.366 4.206 -9.192
C 7.990 4.888 -7.991
C 4.722 5.159 -8.468
H 7.010 4.917 -9.941
H 8.116 3.588 -9.686
H 7.267 5.506 -7.458
H 8.825 5.520 -8.300
H 8.356 4.144 -7.281
H 4.745 5.455 -7.419
H 3.719 5.317 -8.863
H 5.384 5.802 -9.044
O -8.596 -2.101 5.652
C -7.902 -3.061 5.418
O -6.917 -2.974 4.508
C -5.929 -3.990 4.285
C -6.439 -5.049 3.330
C -8.181 -4.390 6.069
H -5.580 -4.410 5.231
H -5.073 -3.485 3.837
H -7.308 -5.570 3.734
H -5.661 -5.785 3.122
H -6.752 -4.592 2.390
H -8.967 -4.904 5.515
H -8.520 -4.207 7.088
H -7.307 -5.033 6.147
O -5.948 -4.199 9.164
C -5.137 -3.330 8.968
O -3.849 -3.653 8.764
C -2.843 -2.720 8.347
C -2.258 -1.979 9.532
C -5.530 -1.876 9.037
H -3.228 -2.046 7.579
H -2.061 -3.313 7.872
H -3.014 -1.383 10.046
H -1.454 -1.315 9.210
H -1.860 -2.686 10.262
H -5.528 -1.555 10.078
H -6.537 -1.773 8.631
H -4.893 -1.218 8.449
*
```

LUMO (eV): 1.6
Kohn-Sham gap (eV): 2.3

=====

5.
C29H56N2O8P | ωB97M-V with the def2-TZVPD basis set

Geometry as ORCA input:
```
! RIJCOSX wB97M-V def2-TZVPD def2/J DEFGRID3
* xyz 1 1
C 6.457 0.437 4.046
C 6.003 1.406 3.041
N 5.442 0.790 1.787
C 6.183 -0.173 0.971
C 5.197 -0.531 -0.178
C 5.467 -1.530 -1.403
O 6.095 -0.733 -2.450
C 5.192 -0.490 -3.560
C 5.217 1.048 -4.086
C 4.236 2.020 -3.246
N 3.979 0.231 0.068
O 2.977 0.087 -0.813
C 1.738 -0.377 -0.134
C 0.804 -1.275 -1.078
C 0.905 -0.880 -2.663
C -0.722 -1.412 -0.604
C -1.425 -0.065 -0.081
C -1.216 0.134 1.538
C -1.100 1.262 -0.925
C 4.129 1.057 1.242
C 2.983 2.071 1.772
C 2.633 3.019 0.483
C 2.240 4.526 0.895
C 0.827 4.859 0.161
C 0.296 6.361 0.460
O -0.769 6.248 1.459
C -0.216 6.662 2.726
C 0.339 5.642 3.843
O -0.136 7.901 2.953
H 5.791 0.156 4.951
H 7.459 -0.120 3.981
H 6.037 2.534 3.224
H 7.246 -0.562 1.133
H 4.543 -2.106 -1.749
H 6.257 -2.317 -1.098
H 5.595 -1.117 -4.451
H 4.096 -0.746 -3.358
H 4.788 1.033 -5.163
H 6.274 1.474 -4.178
H 3.190 1.563 -3.104
H 4.702 2.380 -2.255
H 4.065 2.987 -3.865
H 2.093 -1.069 0.728
H 1.247 0.561 0.289
H 1.250 -2.346 -1.033
H 0.182 -0.051 -2.964
H 1.978 -0.709 -3.012
H 0.542 -1.833 -3.217
H -0.795 -2.197 0.240
H -1.319 -1.858 -1.490
H -2.567 -0.239 -0.195
H -2.099 0.817 1.857
H -0.266 0.715 1.797
H -1.356 -0.840 2.123
H -1.849 1.468 -1.783
H -1.229 2.160 -0.200
H -0.036 1.334 -1.333
H 2.067 1.523 2.178
H 3.475 2.736 2.570
H 3.558 3.038 -0.210
H 1.765 2.590 -0.126
H 3.001 5.268 0.434
H 2.197 4.675 2.027
H 0.016 4.096 0.451
H 0.961 4.772 -0.976
H -0.184 6.785 -0.503
H 1.158 7.054 0.787
H -0.199 5.715 4.845
H 1.470 5.871 3.951
H 0.283 4.586 3.371
O -7.230 -3.584 1.308
P -6.365 -4.081 0.145
O -5.693 -5.366 0.942
C -6.499 -6.512 1.174
C -6.754 -7.284 -0.107
O -5.123 -3.000 0.358
C -5.338 -1.772 1.042
C -5.012 -1.914 2.517
O -5.486 -4.593 -1.241
C -6.187 -4.502 -2.481
C -6.726 -3.109 -2.746
H -7.442 -6.223 1.648
H -5.956 -7.148 1.878
H -7.437 -6.732 -0.759
H -7.210 -8.254 0.108
H -5.826 -7.443 -0.662
H -6.357 -1.411 0.884
H -4.669 -1.027 0.600
H -5.502 -2.779 2.970
H -5.313 -1.018 3.066
H -3.937 -2.060 2.653
H -7.000 -5.234 -2.490
H -5.484 -4.780 -3.271
H -7.496 -2.837 -2.017
H -7.173 -3.053 -3.742
H -5.931 -2.363 -2.669
*
```

LUMO (eV): -4.7
Energy relative to the best compared isomer or geometry (same formula, charge and spin) (kJ/mol): 0.00
Kohn-Sham gap (eV): 6.6